A structure of composition C4H11NO5PSn. Source: the Open Molecules 2025 dataset; level of theory: ωB97M-V/def2-TZVPD.

Results
* orbital gap: 4.3 eV
* energy relative to the best compared isomer or geometry (same formula, charge and spin): 0.0 kcal/mol
* E_HOMO: -2.99 eV
* net charge: -1
* LUMO level: 0.0466 Eh

Last column: Mulliken charge in e.
CARTESIAN COORDINATES (ANGSTROEM)
Sn  1.608  -0.422  -2.662  0.879
H  -0.673  -1.483  -0.311  0.335
O  0.953  1.841  -3.316  -0.704
H  2.491  -1.765  1.786  0.270
P  -0.589  1.917  -2.922  0.965
H  -0.790  0.927  -0.360  0.282
H  -0.096  -2.270  1.075  0.347
C  -1.966  -0.381  1.727  -1.650
O  -0.810  0.502  -2.272  -0.678
H  -2.300  0.487  2.289  0.371
N  -0.356  1.094  0.548  -0.526
H  0.640  1.201  0.390  0.249
O  1.368  -1.333  0.028  -0.291
C  0.011  -1.324  0.526  -0.716
H  2.146  -0.060  1.344  0.335
H  0.063  -0.035  2.237  0.460
C  2.396  -1.054  0.963  -0.765
C  -0.505  -0.145  1.307  0.319
H  -2.552  -0.698  0.863  0.349
O  -1.438  2.112  -4.182  -0.787
H  3.361  -0.899  0.481  0.283
O  -0.943  3.025  -1.947  -0.731
H  -2.018  -1.236  2.407  0.404

The molecule C4H4O2. Source: the Open Molecules 2025 dataset; level of theory: ωB97M-V/def2-TZVPD.

Results
* orbital gap: 9.2 eV
* SMILES: C=COC=C=O
* energy relative to the best compared isomer or geometry (same formula, charge and spin): 49.0 kcal/mol
* E_HOMO: -8.81 eV
* net charge: 0
* LUMO level: 0.0160 Eh

Last column: Mulliken charge in e.
CARTESIAN COORDINATES (ANGSTROEM)
O  0.542  2.525  0.858  -0.359
C  -1.581  -0.880  -0.101  -0.615
H  2.460  0.496  -0.540  0.322
H  -2.292  -1.132  0.678  0.253
C  0.897  1.592  0.243  0.737
H  0.198  -1.181  1.057  0.427
C  1.391  0.550  -0.399  -0.524
H  -1.956  -0.560  -1.066  0.255
C  -0.277  -0.908  0.118  -0.141
O  0.618  -0.501  -0.849  -0.356

A cluster of 12 separate species, C54H138N6O18 in total. Source: the Open Molecules 2025 dataset; level of theory: ωB97M-V/def2-TZVPD.

Results
* orbital gap: 8.6 eV
* SMILES: COCCNCCOC.COCCNCCOC.COCCNCCOC.COCCNCCOC.COCCNCCOC.COCCNCCOC.CC(C)O.CC(C)O.CC(C)O.CC(C)O.CC(C)O.CC(C)O
* energy relative to the best compared isomer or geometry (same formula, charge and spin): 222.2 kcal/mol
* E_HOMO: -8.55 eV
* net charge: 0
* LUMO level: 0.0007 Eh

Last column: Mulliken charge in e.
CARTESIAN COORDINATES (ANGSTROEM)
H  -7.263  -1.014  8.563  0.300
H  0.464  5.326  -7.388  0.242
H  1.086  5.666  -4.633  0.330
H  -3.291  -5.200  -9.652  0.269
H  2.743  -1.610  6.056  0.267
H  -0.884  1.994  -6.753  0.326
H  -0.144  7.670  -6.940  0.318
C  4.654  -3.409  9.595  -0.539
H  -3.658  -3.538  -9.347  0.230
H  0.907  -6.279  3.366  0.310
C  -6.428  -0.776  7.905  -0.778
C  6.604  -1.391  2.406  -0.754
H  7.892  4.364  -1.740  0.405
H  -6.195  6.347  4.448  0.317
H  7.539  -1.156  1.898  0.274
H  -7.318  -4.100  -4.702  0.328
H  -5.227  4.577  3.190  0.376
C  0.878  7.299  -7.024  -0.536
H  -2.214  5.342  -0.059  0.383
C  0.366  5.431  -5.416  -0.643
H  2.975  -4.069  -5.840  0.365
H  -6.770  0.188  4.123  0.344
H  4.998  -3.884  7.435  0.466
H  -9.461  0.876  -1.557  0.328
H  5.520  -3.808  -0.470  0.131
H  1.561  -7.867  3.521  0.278
H  -8.412  2.328  -3.121  0.398
H  -6.256  -1.820  7.643  0.308
H  4.237  -3.761  1.516  0.291
C  -4.664  2.707  4.091  -0.472
H  -2.619  -4.366  -8.151  0.342
H  2.756  -2.555  12.176  0.305
H  -2.046  -1.246  0.771  0.191
N  3.422  -3.179  10.344  -0.455
C  0.620  -1.295  10.841  -0.799
C  -7.467  2.092  -2.632  -1.396
H  -0.470  6.081  -5.158  0.312
C  4.994  2.268  6.380  -1.029
H  0.269  -0.124  0.963  0.341
H  4.332  2.006  7.206  0.206
C  3.358  -5.179  0.343  -0.703
H  5.967  2.430  6.843  0.370
C  -7.719  2.022  -1.131  0.525
C  -5.409  -6.320  0.833  -1.230
O  -8.055  -2.006  -5.993  -0.405
N  7.972  2.379  -1.035  -0.389
H  -5.902  -6.469  -5.451  0.377
C  6.573  -3.565  1.267  -0.774
H  -6.070  -1.888  -6.519  0.323
C  -1.579  2.391  -6.013  -0.752
H  6.189  -5.389  0.258  0.387
C  0.075  -0.959  0.290  -1.230
H  2.346  7.078  -8.630  0.336
H  3.663  3.492  -0.754  0.314
H  6.125  -0.421  2.538  0.237
H  8.234  -0.149  -1.591  0.210
H  -5.138  -6.252  -1.959  0.277
H  -0.353  6.944  -0.345  0.111
O  3.394  -2.561  7.648  -0.221
H  0.780  -0.834  -0.533  0.313
H  6.819  -1.969  3.305  0.320
H  -7.890  2.988  -0.657  0.314
H  2.937  -2.637  9.643  0.525
C  -8.325  -1.196  -7.148  -0.754
H  3.144  -4.313  -0.283  0.390
H  4.117  1.976  0.047  0.232
H  9.600  2.480  -2.310  0.248
H  -4.351  -6.493  1.031  0.318
H  5.012  1.321  5.841  0.283
H  -3.476  6.543  -0.156  0.376
H  -5.879  -6.680  1.748  0.364
H  10.866  -1.689  -2.735  0.287
H  9.756  0.455  -1.133  0.301
H  0.675  -2.177  11.478  0.337
H  -6.668  -5.361  -6.572  0.290
H  -6.996  -3.292  -7.075  0.270
H  8.067  1.996  -3.042  0.226
C  2.872  3.097  5.211  -0.996
H  -4.632  -6.643  -7.537  0.414
H  -5.596  -0.373  8.483  0.292
H  0.512  -0.521  11.601  0.332
H  7.537  -3.516  0.760  0.430
C  0.064  3.881  -5.347  -0.538
C  -3.450  -4.484  -8.847  -0.743
H  1.495  7.991  -6.451  0.338
C  5.694  -4.430  0.408  -0.335
C  -1.431  -1.056  -0.108  0.571
C  -5.533  6.164  5.294  -0.702
H  2.358  -2.524  -5.042  0.324
H  2.229  3.926  4.916  0.306
O  2.231  -6.791  1.747  -0.382
H  2.244  10.281  -9.819  0.262
H  3.160  -2.583  -6.621  0.327
O  -1.398  7.945  1.100  -0.531
O  9.624  -0.055  -3.227  -0.348
C  9.057  0.456  -1.969  -0.431
O  -4.865  -6.938  -1.346  -0.537
H  0.318  -1.846  0.875  0.302
C  4.365  3.456  5.555  0.099
H  2.455  2.671  6.124  0.255
C  4.462  -2.790  -4.796  0.828
C  2.051  -5.522  1.084  -0.443
H  -2.243  9.129  -1.117  0.311
C  3.062  -2.621  6.310  -0.809
C  3.141  -3.014  -5.620  -1.409
H  -6.869  -6.876  -0.747  0.348
H  1.181  -5.575  0.429  0.308
H  3.803  -0.876  -4.239  0.358
O  -6.531  1.589  -0.552  -0.496
H  -2.844  0.085  -0.874  0.276
H  5.031  3.627  4.709  0.344
H  5.178  -2.453  9.601  0.334
C  3.517  -2.288  11.442  -0.858
C  1.879  9.256  -9.883  -0.745
O  5.871  -2.318  1.600  -0.274
O  -5.360  4.780  5.294  -0.312
H  -2.570  6.058  -1.535  0.354
H  3.645  -6.076  -0.206  0.404
H  7.229  1.708  -0.897  0.294
C  6.022  3.400  -2.259  -0.430
C  -5.860  -7.109  -0.409  0.496
H  1.909  -4.746  1.837  0.323
C  -6.784  -2.654  -6.217  -0.127
H  -9.503  1.804  0.076  0.281
H  -6.549  2.001  0.315  0.241
H  -4.553  6.627  5.176  0.261
C  1.783  -6.879  3.117  -0.712
H  2.419  -3.465  6.059  0.330
H  -9.334  -0.784  -7.166  0.283
H  6.892  -3.888  2.258  0.410
C  -4.766  4.193  4.100  -0.639
H  2.666  2.326  4.469  0.329
C  -1.333  7.407  -0.224  0.653
O  1.876  -1.113  10.119  -0.257
O  -4.626  -4.603  -7.964  -0.276
H  -6.471  -9.151  -0.727  0.323
H  -1.148  8.366  -2.276  0.278
H  9.151  -2.010  -2.666  0.235
H  -6.008  6.363  6.254  0.219
H  9.933  -1.858  -4.240  0.258
C  4.500  2.853  -0.474  -0.787
H  0.707  7.165  -9.233  0.355
H  -5.060  0.266  3.900  0.289
N  4.463  -4.677  1.155  -0.400
H  2.491  8.594  -10.496  0.304
O  5.187  2.466  -1.653  -0.229
C  -5.864  0.624  4.543  -0.652
H  -8.247  -1.879  -7.995  0.324
H  5.485  4.338  -2.402  0.337
H  -1.571  1.770  -5.117  0.287
H  -4.825  0.891  6.403  0.316
C  9.916  -1.468  -3.222  -0.660
O  -1.968  0.214  -0.502  -0.538
H  -6.175  2.529  5.326  0.289
H  -3.743  4.563  4.034  0.394
H  -8.684  0.313  -0.056  0.285
O  5.575  -3.225  -5.591  -0.547
H  5.342  -4.133  10.030  0.373
H  6.303  -2.732  -5.204  0.330
H  4.926  -0.750  -5.474  0.354
H  -4.331  2.515  3.072  0.304
H  -0.565  9.365  -0.893  0.338
C  -1.601  -2.002  -1.305  -1.264
N  -5.345  -4.401  -5.211  -0.398
H  3.777  4.119  7.212  0.374
H  0.769  3.208  -5.836  0.351
H  3.917  -0.521  10.582  0.238
H  6.817  4.079  -0.407  0.295
H  -6.750  2.854  -2.937  0.321
H  5.568  -1.158  -3.848  0.358
H  -2.621  -2.024  -1.688  0.419
O  -6.664  0.018  6.753  -0.329
N  -5.969  2.111  4.430  -0.396
C  -4.503  -5.682  -7.040  -0.765
H  4.216  -3.310  -3.871  0.072
C  7.201  3.631  -1.324  -0.761
C  -8.958  1.190  -0.642  -1.098
H  4.480  -2.286  11.953  0.419
O  1.878  8.865  -8.517  -0.344
C  1.375  7.545  -8.460  -0.573
H  -2.600  2.364  -6.395  0.254
C  -5.875  -8.620  0.015  -1.382
H  0.890  9.326  -10.336  0.311
H  -0.906  -1.875  -2.134  0.267
H  -1.950  7.363  1.627  0.291
H  2.627  -6.486  3.684  0.276
H  -1.700  -3.024  -0.937  0.350
H  5.082  3.401  0.268  0.310
H  -7.666  -0.338  -7.277  0.273
H  -6.428  -8.764  0.943  0.381
O  4.109  4.549  6.421  -0.536
H  -5.600  -5.274  0.591  0.291
C  -5.476  0.156  5.928  -0.462
H  -4.899  -0.760  5.801  0.441
C  3.000  -0.922  11.014  -0.474
C  4.148  -3.758  8.107  -0.764
H  -7.075  1.125  -2.948  0.297
N  0.917  5.878  -6.673  -0.318
H  -3.527  -5.612  -6.561  0.425
C  -5.733  -5.578  -6.056  -0.472
H  2.684  -0.170  11.737  0.447
C  -2.461  6.316  -0.481  -1.355
H  3.621  -4.711  8.129  0.347
H  -4.749  -3.889  -5.845  0.271
H  -3.919  2.442  4.842  0.296
H  -0.189  -1.277  10.111  0.206
H  0.120  3.600  -4.296  0.427
C  -1.286  8.618  -1.224  -1.207
C  -6.451  -3.518  -5.015  -0.785
O  -1.210  3.775  -5.971  -0.306
C  8.704  1.877  -2.165  -0.240
C  4.752  -1.309  -4.555  -1.358
H  -6.172  -2.920  -4.148  0.306
H  6.234  3.042  -3.266  0.327
H  -4.891  -9.063  0.171  0.350
H  3.879  -2.774  5.605  0.247